one.
A 2-piece molecular cluster, C10H12BrNO2S overall, computed with ωB97M-V/def2-TZVPD.

For the frontier orbital gap (alpha / beta), the calculation gives 6.3 / 6.3 eV. Its HOMO energy (alpha / beta) is -9.401 / -9.404 eV.

```
27
Properties=species:S:1:pos:R:3:lowdin_charge:R:1
C -0.2226 2.1537 -0.9814 -0.038
C 0.1978 0.3110 -2.5129 0.008
C 0.4632 1.4665 0.0014 -0.053
C 0.9448 -0.3392 -1.5202 -0.041
C -0.3942 1.6045 -2.2235 -0.256
C 1.0771 0.2807 -0.2696 -0.292
C -1.6134 -1.2159 1.7968 -0.002
C -1.1717 -2.4117 2.6135 -0.040
C -0.1744 -1.2806 2.3553 -0.419
C -1.1167 2.3545 -3.2805 -0.048
N 0.7238 -1.6375 1.4024 -0.084
O 2.9807 -1.2796 0.3009 -0.338
O 2.2817 0.3436 2.0604 -0.310
S 1.9444 -0.5926 1.0020 0.501
Br 2.6526 -2.9817 2.7939 0.203
H -0.5647 3.1269 -0.8559 0.096
H -0.1439 -0.2180 -3.4529 0.133
H 0.6690 1.9720 0.9422 0.123
H 1.1593 -1.3652 -1.5708 0.099
H -1.5284 -1.3301 0.7665 0.085
H -2.1377 -0.3839 2.1286 0.093
H -1.4605 -2.5746 3.6043 0.097
H -0.7944 -3.2356 2.1101 0.085
H 0.0707 -0.7772 3.3299 0.168
H -1.4313 3.2382 -2.7537 0.066
H -0.4280 2.7594 -4.0292 0.097
H -1.9830 2.0123 -3.7576 0.065
```


two.
A 2-piece molecular cluster, C10H12BrNO2S overall, computed with ωB97M-V/def2-TZVPD.

For the frontier orbital gap (alpha / beta), the calculation gives 7.7 / 4.8 eV. Its HOMO energy (alpha / beta) is -9.479 / -8.826 eV.

```
27
Properties=species:S:1:pos:R:3:lowdin_charge:R:1
C -0.9016 -2.1128 -1.1546 -0.049
C -0.9763 -1.6084 1.1249 -0.049
C 0.2975 -1.4137 -1.3986 0.002
C 0.2585 -0.9674 1.0507 -0.047
C -1.5666 -2.1500 0.0285 -0.337
C 0.8451 -0.8783 -0.2078 -0.309
C 1.2969 3.7277 -0.2413 -0.110
C 0.1858 3.0802 0.4438 -0.079
C 1.5851 2.2619 0.2231 -0.341
C -2.8180 -2.9241 0.1329 -0.039
N 1.8037 1.3606 -0.7487 -0.023
O 2.8403 -0.3225 1.0669 -0.324
O 3.2092 -0.4661 -1.4249 -0.291
S 2.3944 -0.0973 -0.3066 0.621
Br -2.9725 1.8312 -0.3232 0.140
H -1.2159 -2.7330 -1.9720 0.112
H -1.4834 -1.6347 2.1088 0.129
H 0.9222 -1.3983 -2.2948 0.120
H 0.8146 -0.7638 2.0063 0.136
H 1.2234 4.0372 -1.3122 0.128
H 2.0902 4.2748 0.3375 0.127
H -0.0894 3.3964 1.4883 0.126
H -0.6467 2.6136 -0.0895 -0.033
H 2.2406 2.1640 1.0780 0.128
H -3.1164 -3.0572 1.0946 0.033
H -3.5998 -2.2833 -0.4070 0.119
H -2.6208 -3.9365 -0.3029 0.108
```


Which of them is most stable, and which least? Most stable: one; least stable: two.


one.
One molecule with the formula H4S2Si, computed with ωB97M-V/def2-TZVPD.

For the frontier orbital gap, the calculation gives 8.8 eV. Its HOMO energy is -8.753 eV. Its SMILES is [SiH3]SS.

```
7
Properties=species:S:1:pos:R:3:lowdin_charge:R:1
Si 0.9047 -0.2030 -0.7087 0.238
S -2.0704 0.4501 0.8737 0.289
S 0.0113 0.6258 0.9848 0.075
H -0.1800 -1.0493 -1.2211 -0.097
H 1.1447 0.6223 -1.8564 -0.121
H 2.1539 -0.6995 -0.1825 -0.103
H -1.9643 0.2537 2.1101 -0.281
```


two.
A 2-piece molecular cluster, H4S2Si overall, computed with ωB97M-V/def2-TZVPD.

For the frontier orbital gap (alpha / beta), the calculation gives 9.0 / 7.1 eV. Its HOMO energy (alpha / beta) is -9.875 / -7.724 eV.

```
7
Properties=species:S:1:pos:R:3:lowdin_charge:R:1
Si -0.0569 -0.1455 -0.4172 -0.097
S 1.4684 1.1954 0.2401 0.327
S -1.9785 0.6908 -0.0438 0.317
H 0.0587 -0.5268 -1.8054 -0.126
H -0.2253 -2.6820 0.9722 0.007
H 2.4846 0.4383 -0.1603 -0.214
H -1.7509 1.0298 1.2145 -0.213
```


three.
A 2-piece molecular cluster, H4S2Si overall, computed with ωB97M-V/def2-TZVPD.

For the frontier orbital gap (alpha / beta), the calculation gives 8.4 / 7.3 eV. Its HOMO energy (alpha / beta) is -9.632 / -8.236 eV.

```
7
Properties=species:S:1:pos:R:3:lowdin_charge:R:1
Si -0.1971 -0.4131 -0.3722 -0.109
S 0.9149 1.2570 0.2299 0.227
S -2.2038 0.1769 0.2359 0.365
H 0.0575 -0.4511 -1.9120 -0.076
H 1.3087 -2.1326 0.9964 0.025
H 2.0907 0.7233 -0.4150 -0.125
H -1.9710 0.8396 1.2370 -0.306
```


Which of them is most stable, and which least? Most stable: one; least stable: three.


one.
C3H8N3O2 as an isolated structure, computed with ωB97M-V/def2-TZVPD.

For the frontier orbital gap (alpha / beta), the calculation gives 8.6 / 8.6 eV. Its HOMO energy (alpha / beta) is -14.099 / -14.099 eV. As for the charge: +1.

```
16
Properties=species:S:1:pos:R:3:lowdin_charge:R:1
C 0.5743 0.7806 1.7411 0.006
C 0.9062 0.6010 0.3901 -0.076
C -1.2892 -0.4439 -0.8976 -0.159
N 1.9515 1.1247 -0.1672 0.203
N -0.3753 0.2490 2.5195 -0.316
N 0.0886 -0.7836 -0.6068 0.033
O -1.0927 -0.6474 1.9625 0.175
O -0.5007 0.6366 3.6437 0.175
H 1.0694 1.6237 2.2973 0.173
H -1.8181 -0.8964 -0.1186 0.033
H -1.5451 0.6122 -1.0696 0.102
H -1.4874 -1.1503 -1.7335 0.114
H 2.6930 1.5463 0.3694 0.148
H 2.1382 1.1705 -1.1183 0.113
H -1.8062 -1.0127 2.4855 0.180
H 0.6227 -0.7084 -1.5137 0.100
```


two.
An isolated ion of composition C3H8N3O2 and charge +1, computed with ωB97M-V/def2-TZVPD.

For the frontier orbital gap, the calculation gives 9.6 eV. Its HOMO energy is -14.185 eV. As for the charge: +1. Its SMILES is CN/C(N)=C\[N+](=O)O.

```
16
Properties=species:S:1:pos:R:3:lowdin_charge:R:1
C -0.2766 -0.1069 1.5938 0.017
C -0.2097 -0.7979 0.3509 -0.323
C -0.2797 1.1588 -1.1357 -0.076
N -0.2700 -2.0925 0.4359 0.239
N 0.5231 0.8167 2.0158 -0.264
N -0.0240 -0.1657 -0.7905 0.057
O 1.5659 1.1672 1.0998 0.079
O 0.4728 1.4621 3.0248 0.129
H -0.9263 -0.4874 2.3832 0.168
H -1.2538 1.5247 -0.6878 0.130
H 0.5266 1.9778 -1.1131 0.125
H -0.5994 1.2533 -2.2027 0.112
H -0.2464 -2.4182 1.3844 0.140
H -0.1048 -2.6996 -0.3706 0.164
H 2.1754 1.7822 1.5605 0.155
H 0.2610 -0.8983 -1.3720 0.146
```


Which of them is most stable, and which least? Most stable: two; least stable: one.